Record 1
The following is a quantum chemistry calculation of 3 unconnected molecules or ions with the total composition C4H13NO2 in a non-equilibrium geometry, from the Open Molecules 2025 dataset.

Calculated values
Gap between HOMO and LUMO: 9.3876 eV
DFT total energy: -9943.01670 eV
Energy above the lowest of the compared OMol25 structures with the same formula, charge and spin: 27.2 kcal per mole
SMILES: C=C(N)CC.O.O

Geometry (Å):
1 C -1.93136 -0.15998 -0.36300
2 C -0.79105 -0.73632 0.06867
3 N -0.07604 -1.62820 -0.79208
4 C -0.22825 -0.58881 1.47016
5 C -0.43335 0.87879 1.93582
6 H -2.68730 0.27939 0.26365
7 H -2.10414 -0.20619 -1.42873
8 H 0.08882 -2.39746 -0.14743
9 H -0.64516 -1.97460 -1.54437
10 H 0.85821 -0.70361 1.42109
11 H -0.61832 -1.21659 2.27005
12 H -0.07875 1.49770 1.10813
13 H -1.45131 1.12015 2.22576
14 H 0.31674 1.13163 2.68784
15 O 0.76963 0.93190 -2.32972
16 H 0.43859 0.70222 -3.18176
17 H 0.02193 0.89711 -1.69548
18 O 2.90421 0.80741 -0.31118
19 H 3.59353 0.56274 -0.90020
20 H 2.05338 0.80273 -0.75720

Löwdin population analysis, charges in e, atoms 1 to 5: 0.019, -0.432, 0.070, -0.196, -0.107


Record 2
The following is a quantum chemistry calculation of 3 unconnected molecules or ions with the total composition C4H13NO2 in a non-equilibrium geometry, from the Open Molecules 2025 dataset.

Calculated values
Gap between HOMO and LUMO: 9.8176 eV
DFT total energy: -9942.71328 eV
Energy above the lowest of the compared OMol25 structures with the same formula, charge and spin: 34.2 kcal per mole
SMILES: C=CCCN.O.O

Geometry (Å):
1 C -2.83944 -0.54777 -1.03895
2 C -1.59268 -0.91864 -0.78224
3 C -0.36540 -0.64493 -1.55257
4 C 0.46641 0.43055 -0.86077
5 N 1.67468 0.79401 -1.59528
6 H -3.01602 0.04583 -1.93345
7 H -3.63763 -0.69261 -0.33025
8 H -1.50053 -1.51090 0.13043
9 H -0.54468 -0.32805 -2.58370
10 H 0.23010 -1.54881 -1.67512
11 H -0.21953 1.27683 -0.75599
12 H 0.80403 0.16208 0.13974
13 H 1.83552 1.78701 -1.62011
14 H 1.78727 0.39124 -2.51097
15 O 4.68111 -3.53089 2.68963
16 H 4.91747 -2.65701 2.58230
17 H 5.32734 -4.06161 2.22234
18 O -3.00519 3.76097 2.95068
19 H -2.09863 3.85975 2.63024
20 H -2.90419 3.93296 3.89405

Löwdin population analysis, charges in e, atoms 1 to 5: 0.002, -0.218, -0.231, -0.297, -0.018


Record 3
The following is a quantum chemistry calculation of 3 unconnected molecules or ions with the total composition C4H13NO2 in a non-equilibrium geometry, from the Open Molecules 2025 dataset.

Calculated values
Gap between HOMO and LUMO: 8.5372 eV
DFT total energy: -9943.28500 eV
Energy above the lowest of the compared OMol25 structures with the same formula, charge and spin: 21.0 kcal per mole
SMILES: CC/C=C/N.O.O

Geometry (Å):
1 C -1.99975 1.62386 1.43065
2 C -0.70943 1.84355 0.60651
3 C 0.03898 0.58851 0.23024
4 C 1.29249 0.36378 0.64547
5 N 2.27276 -0.35483 -0.02733
6 H -2.87129 1.39591 0.82229
7 H -2.25791 2.53852 1.96117
8 H -1.88588 0.77178 2.10062
9 H -0.98329 2.35735 -0.31851
10 H -0.11850 2.55838 1.18140
11 H -0.39088 0.07956 -0.62943
12 H 1.63158 0.80405 1.57962
13 H 2.85313 -1.04095 0.42604
14 H 2.03553 -0.65383 -0.97383
15 O -0.20016 -3.00482 -0.56203
16 H 0.18362 -2.22021 -0.15050
17 H -1.07065 -3.12665 -0.15986
18 O 0.85252 -1.32034 -2.42481
19 H 1.20476 -1.25385 -3.31672
20 H 0.12237 -1.94978 -2.42098

Löwdin population analysis, charges in e, atoms 1 to 5: -0.119, -0.270, -0.151, -0.231, 0.041


Record 4
The following is a quantum chemistry calculation of 3 unconnected molecules or ions with the total composition C4H13NO2 in a non-equilibrium geometry, from the Open Molecules 2025 dataset.

Calculated values
Gap between HOMO and LUMO: 8.5288 eV
DFT total energy: -9940.71802 eV
Energy above the lowest of the compared OMol25 structures with the same formula, charge and spin: 80.2 kcal per mole
SMILES: C=C(C)NC.O.O

Geometry (Å):
1 C 1.08648 -0.09755 -0.05155
2 C -0.17061 -0.30983 0.59304
3 C -0.60140 -1.77442 0.85995
4 N -1.25191 0.67852 0.71449
5 C -1.20830 1.47117 -0.50256
6 H 1.51084 -0.94038 -0.56273
7 H 1.88095 0.69130 0.03898
8 H -1.00525 -1.79434 1.91634
9 H 0.31937 -2.37800 0.77187
10 H -1.29626 -2.20067 0.07828
11 H -1.98381 0.01674 1.03292
12 H -0.80602 2.54467 -0.31842
13 H -2.27129 1.55401 -0.92339
14 H -0.51282 1.20635 -1.37185
15 O -0.38592 -5.63893 -2.19247
16 H -0.39146 -6.25914 -2.91078
17 H -1.07772 -6.14097 -1.72689
18 O 2.71099 6.00394 1.50590
19 H 2.53554 6.61475 2.23059
20 H 2.91860 6.75279 0.81830

Löwdin population analysis, charges in e, atoms 1 to 5: -0.008, -0.371, -0.081, -0.064, -0.176


Record 5
The following is a quantum chemistry calculation of 2 unconnected molecules or ions with the total composition C4H13NO2 in a non-equilibrium geometry, from the Open Molecules 2025 dataset.

Calculated values
Gap between HOMO and LUMO: 9.5401 eV
DFT total energy: -9942.17106 eV
Energy above the lowest of the compared OMol25 structures with the same formula, charge and spin: 46.7 kcal per mole
SMILES: CNCCCO.O

Geometry (Å):
1 C -1.95778 0.72505 -0.69390
2 N -0.80726 0.61171 0.32713
3 C 0.04686 -0.57052 0.16861
4 C 0.78786 -1.28532 1.36299
5 C 1.06538 -0.43319 2.62878
6 O -0.14860 0.15404 3.00504
7 H -2.26396 1.69987 -0.33242
8 H -2.71877 -0.03724 -0.56330
9 H -1.58964 0.81624 -1.71241
10 H -0.28066 1.40158 -0.04094
11 H 0.78357 -0.31315 -0.62871
12 H -0.60603 -1.36334 -0.21546
13 H 1.75586 -1.65966 1.00049
14 H 0.15280 -2.14356 1.58959
15 H 1.45234 -1.19551 3.32872
16 H 1.85204 0.30726 2.48608
17 H -0.90457 0.19207 2.42055
18 O 0.80955 0.74365 -4.76427
19 H 1.74416 0.72899 -5.00609
20 H 0.82686 1.62104 -4.36048

Löwdin population analysis, charges in e, atoms 1 to 5: -0.086, -0.146, -0.234, -0.164, -0.273


Molecular weight, record by record: 107.15, 107.15, 107.15, 107.15, 107.15 g mol⁻¹
LUMO level, record by record: 0.75, 0.81, 0.72, 0.83, 0.55 eV